C36H60Br2Cl32FN3O3S | the ωB97M-V functional and the def2-TZVPD basis

Cartesian coordinates (Å):
C 6.22 0.65 1.73
C 4.91 0.68 1.93
C 3.32 0.68 1.74
C 2.77 1.63 0.54
C 3.27 3.19 0.58
O 4.47 3.55 0.77
N 2.27 4.30 0.32
C 2.24 5.27 1.42
O 2.54 5.05 2.63
F 1.76 6.61 1.08
C 1.22 1.87 1.08
O 0.82 2.43 2.14
N 0.38 1.33 0.00
C 0.99 0.66 -1.23
C 0.27 1.56 -2.40
C 0.41 0.93 -3.88
C 0.95 2.02 -4.99
Br -0.04 1.77 -6.70
C 0.44 -0.85 -1.06
Br 0.43 -1.51 0.86
C -1.07 -1.11 -1.58
C -2.24 -0.41 -0.72
C 2.60 0.95 -0.95
C 3.22 1.94 -2.11
C 4.84 2.02 -2.07
N 5.48 2.71 -3.02
C 3.49 -0.43 -1.02
S 3.65 -1.15 -2.73
C 5.39 -1.03 -3.38
C 6.53 -1.31 -2.28
H 7.35 0.63 1.45
H 2.98 -0.42 1.67
H 2.88 1.07 2.76
H 2.53 4.76 -0.59
H -0.24 2.14 -0.19
H 0.58 2.68 -2.33
H -0.87 1.56 -2.16
H -0.58 0.52 -4.32
H 1.23 0.10 -3.83
H 0.93 3.10 -4.58
H 2.07 1.77 -5.18
H 1.10 -1.64 -1.61
H -1.26 -0.86 -2.69
H -1.24 -2.26 -1.48
H -1.90 0.11 0.25
H -2.98 -1.25 -0.38
H -2.89 0.31 -1.36
H 2.72 3.00 -2.08
H 2.98 1.55 -3.18
H 5.50 1.55 -1.25
H 4.78 3.13 -3.68
H 3.04 -1.27 -0.35
H 4.57 -0.28 -0.62
H 5.50 -0.01 -3.93
H 5.48 -1.83 -4.21
H 7.19 -2.18 -2.71
H 6.14 -1.62 -1.24
H 7.23 -0.39 -2.26
C -1.82 -2.91 -5.49
Cl -1.95 -1.17 -5.79
Cl -0.65 -3.25 -4.20
H -2.79 -3.31 -5.19
H -1.48 -3.41 -6.40
C -1.82 -4.91 2.20
Cl -2.40 -4.03 0.79
Cl -0.07 -5.15 2.13
H -2.06 -4.34 3.10
H -2.31 -5.88 2.24
C 2.51 -5.53 5.42
Cl 1.46 -6.95 5.50
Cl 3.29 -5.40 3.84
H 1.91 -4.64 5.60
H 3.27 -5.61 6.19
C -5.36 -5.41 -4.53
Cl -5.50 -4.39 -3.09
Cl -4.52 -4.55 -5.83
H -4.79 -6.30 -4.28
H -6.35 -5.68 -4.87
C -7.87 -2.93 -7.60
Cl -6.35 -3.37 -8.38
Cl -8.59 -4.32 -6.77
H -7.68 -2.14 -6.87
H -8.56 -2.57 -8.36
C -6.20 -0.96 -4.34
Cl -6.79 -0.04 -5.73
Cl -4.45 -1.19 -4.42
H -6.44 -0.40 -3.43
H -6.69 -1.93 -4.32
C -5.84 -2.45 2.63
Cl -4.31 -2.91 3.40
Cl -6.68 -3.87 2.00
H -6.47 -1.96 3.36
H -5.62 -1.77 1.81
C 0.22 9.32 1.38
Cl 0.93 10.67 2.28
Cl -0.39 9.86 -0.19
H 0.99 8.56 1.22
H -0.60 8.90 1.96
C -0.57 -6.73 -5.99
Cl 0.33 -5.63 -7.05
Cl -2.30 -6.67 -6.34
H -0.21 -7.74 -6.15
H -0.41 -6.43 -4.95
C 10.00 -1.09 1.17
Cl 9.26 -1.41 -0.40
Cl 9.73 0.59 1.66
H 9.57 -1.75 1.91
H 11.08 -1.27 1.10
C -0.45 -6.60 8.86
Cl -1.03 -5.72 7.45
Cl 1.30 -6.84 8.79
H -0.69 -6.02 9.76
H -0.94 -7.57 8.91
C 7.08 -3.85 2.18
Cl 6.55 -2.96 0.74
Cl 8.83 -4.11 2.16
H 6.82 -3.28 3.07
H 6.58 -4.82 2.20
C 0.08 -5.39 13.11
Cl -1.25 -4.29 12.73
Cl 0.12 -6.75 11.97
H 1.02 -4.85 13.05
H -0.06 -5.78 14.12
C -7.25 0.89 4.46
Cl -8.29 -0.53 4.54
Cl -6.46 1.03 2.88
H -7.85 1.79 4.64
H -6.48 0.81 5.23
C -3.62 11.67 -0.02
Cl -3.34 13.17 0.88
Cl -4.51 11.98 -1.51
H -2.66 11.22 -0.26
H -4.20 10.99 0.60
C -6.54 14.93 2.13
Cl -7.37 15.39 3.62
Cl -7.33 13.56 1.35
H -6.55 15.78 1.44
H -5.51 14.66 2.36

Summary:
2S+1 ... 1
E_LUMO ... -0.200 eV
Gap between HOMO and LUMO ... 8.726 eV
HOMO energy ... -8.9 eV

C36H60F8O40P4 | the ωB97M-V functional and the def2-TZVPD basis

Cartesian coordinates (Å):
C 0.09 -1.41 0.65
C -0.79 -0.44 -0.02
O -2.04 -1.05 0.29
C -1.89 -2.32 0.51
O -2.86 -3.13 0.72
O -0.58 -2.61 0.43
F -0.59 -0.42 -1.34
H 0.15 -1.18 1.71
H 1.06 -1.45 0.16
H -0.62 0.52 0.46
C 5.75 -5.97 1.08
C 6.46 -5.41 2.37
O 7.58 -4.85 1.77
C 7.26 -4.41 0.50
O 7.92 -3.61 -0.09
O 6.09 -4.96 0.14
F 6.86 -6.48 3.15
H 4.69 -6.21 1.20
H 6.20 -6.90 0.73
H 5.84 -4.70 2.92
C -5.92 2.96 2.71
C -6.29 4.39 3.04
O -6.05 4.53 4.35
C -5.15 3.56 4.78
O -4.74 3.44 5.90
O -4.98 2.72 3.76
F -7.59 4.66 2.75
H -5.47 2.87 1.72
H -6.82 2.35 2.65
H -5.62 5.08 2.53
C -1.62 -0.90 -10.12
C -1.80 -2.38 -10.37
O -1.49 -2.89 -9.04
C -0.55 -2.03 -8.47
O 0.09 -2.19 -7.46
O -0.67 -0.84 -9.13
F -0.92 -2.74 -11.34
H -2.53 -0.31 -9.95
H -1.26 -0.28 -10.94
H -2.80 -2.64 -10.70
C -8.44 -4.19 4.53
C -7.77 -3.29 5.45
O -7.81 -3.95 6.69
C -8.96 -4.68 6.70
O -9.43 -5.18 7.68
O -9.41 -4.75 5.44
F -8.45 -2.15 5.46
H -7.82 -5.01 4.17
H -8.79 -3.63 3.67
H -6.75 -3.07 5.16
C 2.46 9.13 -0.44
C 1.72 9.27 -1.83
O 0.44 8.70 -1.51
C 0.56 7.86 -0.42
O -0.29 7.07 -0.03
O 1.76 8.14 0.19
F 2.35 8.50 -2.75
H 2.39 10.08 0.09
H 3.49 8.79 -0.56
H 1.72 10.30 -2.20
C -0.60 -9.55 0.57
C -0.46 -9.95 -0.87
O 0.75 -10.67 -0.94
C 1.37 -10.66 0.22
O 2.47 -11.19 0.44
O 0.63 -10.02 1.15
F -0.38 -8.82 -1.54
H -1.50 -9.91 1.06
H -0.55 -8.46 0.60
H -1.35 -10.50 -1.18
C -3.42 4.93 -4.41
C -3.13 6.03 -5.45
O -4.27 6.90 -5.45
C -5.26 6.32 -4.60
O -6.31 6.88 -4.30
O -4.75 5.18 -4.01
F -3.04 5.46 -6.67
H -2.68 5.07 -3.62
H -3.39 3.95 -4.87
H -2.20 6.58 -5.28
C 11.33 4.86 -3.94
O 10.22 4.05 -3.94
P 8.95 4.32 -2.94
O 8.36 5.66 -3.14
O 8.00 3.00 -3.10
C 6.79 2.97 -2.44
O 9.68 3.97 -1.52
C 10.27 2.70 -1.22
H 11.59 5.24 -4.93
H 12.21 4.37 -3.52
H 11.23 5.73 -3.30
H 6.03 2.85 -3.21
H 6.60 3.92 -1.95
H 6.67 2.29 -1.59
H 9.89 2.10 -0.39
H 11.26 2.96 -0.84
H 10.45 2.17 -2.15
C -6.65 -0.90 -6.05
O -7.32 0.30 -6.55
P -7.71 0.61 -8.11
O -7.34 -0.46 -9.08
O -7.09 2.11 -8.22
C -7.16 2.69 -9.52
O -9.32 0.78 -8.07
C -9.97 1.69 -7.17
H -6.25 -1.54 -6.83
H -7.36 -1.50 -5.49
H -5.73 -0.60 -5.53
H -6.14 2.98 -9.78
H -7.86 3.52 -9.52
H -7.50 1.99 -10.28
H -10.81 2.10 -7.73
H -9.45 2.60 -6.88
H -10.32 1.22 -6.25
C 6.66 1.28 6.18
O 5.74 1.50 5.14
P 5.10 2.97 4.92
O 4.14 3.01 3.77
O 4.47 3.28 6.39
C 3.54 4.31 6.55
O 6.44 4.00 4.83
C 6.34 5.14 4.09
H 7.63 1.23 5.69
H 6.57 0.28 6.61
H 6.76 2.08 6.92
H 3.33 4.89 5.65
H 3.96 5.10 7.17
H 2.56 3.98 6.91
H 5.64 5.05 3.26
H 7.35 5.35 3.71
H 5.89 5.90 4.74
C -0.03 -3.21 7.71
O -0.58 -4.50 7.64
P 0.33 -5.68 7.13
O 1.17 -5.38 5.99
O 1.23 -5.99 8.49
C 2.17 -7.01 8.48
O -0.69 -6.97 6.87
C -1.77 -7.16 7.74
H -0.03 -2.91 8.76
H -0.66 -2.60 7.07
H 0.96 -3.09 7.27
H 2.35 -7.28 7.44
H 1.76 -7.84 9.05
H 3.16 -6.71 8.81
H -1.88 -8.17 8.14
H -2.67 -6.98 7.15
H -1.85 -6.47 8.58

Summary:
2S+1 ... 1
E_LUMO ... -0.210 eV
Gap between HOMO and LUMO ... 10.510 eV
HOMO energy ... -10.7 eV